1.
Computed, not measured: an isolated molecule of C4H7NO2 at a distorted geometry, with the ωB97M-V functional and the def2-TZVPD basis.

2S+1 = 3
E_tot = -9840.764 eV
frontier orbital gap (spin up / spin down) = 5.79 / 9.55 eV
largest force on an atom = 6.45 eV Å⁻¹
HOMO level (spin up / spin down) = -4.98 / -10.67 eV
energy above the lowest of the compared OMol25 structures with the same formula, charge and spin = 20.56 kcal per mole

Geometry (Å):
C (-0.192, -0.527, 0.015)
C (0.331, 0.904, -0.094)
C (2.339, -0.124, -0.376)
C (-1.645, -0.756, 0.315)
N (0.680, -1.396, -0.122)
O (1.728, 0.976, 0.136)
O (3.331, -0.626, 0.294)
H (0.130, 1.313, -1.125)
H (-0.172, 1.625, 0.567)
H (2.608, -0.222, -1.492)
H (-2.280, -0.084, -0.227)
H (-1.789, -0.478, 1.311)
H (-1.882, -1.817, 0.221)
H (2.954, -0.686, 1.186)

Mulliken atomic charge list, values in e, 8 entries:
1 C 0.99
2 C -0.52
3 C -0.15
4 C -1.28
5 N -0.59
6 O -0.33
7 O -0.40
8 H 0.26



2.
Computed, not measured: an isolated molecule of C22H25N3O5, with the ωB97M-V functional and the def2-TZVPD basis.

E_tot = -37929.135 eV
frontier orbital gap = 9.07 eV
largest force on an atom = 0.63 eV Å⁻¹
HOMO level = -8.56 eV
energy above the lowest of the compared OMol25 structures with the same formula, charge and spin = 27.65 kcal per mole

Geometry (Å):
C (-2.634, -0.228, 3.099)
C (-2.402, 0.481, 1.773)
O (-1.327, 1.423, 1.879)
C (-1.635, 2.717, 1.979)
O (-2.752, 3.158, 2.020)
C (-0.383, 3.583, 2.035)
N (0.842, 2.835, 2.117)
C (1.705, 2.807, 1.055)
O (1.563, 3.562, 0.108)
N (2.799, 1.982, 1.175)
C (3.707, 1.946, 0.035)
C (4.053, 0.516, -0.422)
C (2.885, -0.400, -0.227)
C (2.421, -1.297, -1.174)
C (1.298, -2.064, -0.924)
C (0.593, -1.902, 0.266)
N (-0.604, -2.576, 0.520)
C (-1.651, -2.860, -0.310)
O (-2.621, -3.446, 0.132)
C (-1.560, -2.446, -1.739)
C (-1.850, -3.396, -2.708)
C (-1.807, -3.074, -4.053)
C (-1.493, -1.781, -4.429)
C (-1.235, -0.810, -3.475)
C (-1.272, -1.125, -2.122)
O (-1.061, -0.227, -1.121)
C (-0.582, 1.057, -1.452)
C (1.091, -1.046, 1.245)
C (2.235, -0.312, 1.004)
C (2.778, 0.738, 1.931)
H (-2.986, 0.477, 3.849)
H (-3.383, -1.002, 2.963)
H (-1.714, -0.687, 3.455)
H (-2.099, -0.221, 0.994)
H (-3.304, 1.014, 1.462)
H (-0.482, 4.270, 2.883)
H (-0.335, 4.182, 1.118)
H (0.872, 2.118, 2.820)
H (3.220, 2.495, -0.774)
H (4.627, 2.478, 0.303)
H (4.897, 0.143, 0.168)
H (4.366, 0.536, -1.466)
H (2.937, -1.399, -2.118)
H (0.952, -2.770, -1.662)
H (-0.813, -2.752, 1.496)
H (-2.100, -4.396, -2.387)
H (-2.021, -3.824, -4.798)
H (-1.456, -1.514, -5.475)
H (-1.012, 0.195, -3.795)
H (-0.358, 1.543, -0.505)
H (0.335, 0.998, -2.044)
H (-1.333, 1.642, -1.990)
H (0.564, -0.938, 2.182)
H (2.193, 0.821, 2.845)
H (3.811, 0.511, 2.219)

Mulliken atomic charge list, values in e, 8 entries:
1 C -1.40
2 C 0.29
3 O -0.04
4 C 0.64
5 O -0.62
6 C -0.92
7 N -0.10
8 C 0.66



3.
Computed, not measured: a structure of composition C35H39ClN4O4Sm at a distorted geometry, with the ωB97M-V functional and the def2-TZVPD basis.

2S+1 = 6
net charge = -1
E_tot = -81506.282 eV
frontier orbital gap (spin up / spin down) = 4.59 / 4.41 eV
largest force on an atom = 8.91 eV Å⁻¹
HOMO level (spin up / spin down) = -2.14 / -1.97 eV

Geometry (Å):
Sm (-1.516, 0.222, -1.163)
Cl (-3.179, -1.182, 0.504)
N (-0.431, 2.693, -1.595)
N (-0.619, -2.170, -1.464)
C (-1.325, 3.452, -2.200)
C (-1.422, -2.775, -2.307)
C (0.769, 3.534, -1.363)
C (0.232, 4.951, -1.607)
C (1.833, 3.167, -2.381)
C (1.296, 3.385, 0.051)
H (1.444, 3.254, -3.405)
H (2.173, 2.138, -2.217)
H (2.682, 3.846, -2.265)
H (0.491, 3.565, 0.770)
H (2.081, 4.133, 0.204)
H (1.717, 2.389, 0.218)
C (0.296, -3.194, -0.890)
C (0.052, -4.393, -1.802)
C (-0.134, -3.494, 0.537)
C (1.727, -2.702, -0.944)
H (1.963, -2.353, -1.954)
H (2.378, -3.544, -0.695)
H (1.898, -1.907, -0.205)
H (-1.102, -4.011, 0.546)
H (-0.230, -2.562, 1.102)
H (0.624, -4.123, 1.008)
O (-1.138, -4.031, -2.586)
H (-0.199, -5.317, -1.277)
H (0.863, -4.563, -2.520)
O (-1.042, 4.740, -2.290)
H (0.850, 5.576, -2.261)
H (0.000, 5.478, -0.672)
C (-2.560, 2.889, -2.845)
C (-2.583, -2.074, -2.955)
C (-2.115, -0.766, -3.506)
H (-3.324, -1.871, -2.158)
H (-3.023, -2.769, -3.696)
C (-2.415, 0.417, -2.891)
C (-2.142, 1.609, -3.479)
H (-3.411, 0.426, -0.483)
C (-1.517, 1.647, -4.751)
C (-1.156, 0.453, -5.349)
C (-1.233, 2.968, -5.473)
C (-1.451, -0.774, -4.764)
H (-0.669, 0.465, -6.333)
C (-1.107, -2.074, -5.481)
H (-0.570, -1.841, -6.425)
H (-2.013, -2.665, -5.734)
H (-0.450, -2.707, -4.845)
H (-2.146, 3.587, -5.592)
H (-0.821, 2.753, -6.481)
H (-0.477, 3.568, -4.913)
H (-2.980, 3.656, -3.533)
H (-3.291, 2.687, -2.045)
O (-1.421, 1.624, 1.256)
C (-0.481, 0.950, 1.818)
N (-0.121, 1.062, 3.166)
C (0.763, -0.056, 3.504)
C (1.158, -0.543, 2.073)
O (2.077, -1.281, 1.843)
N (0.301, 0.046, 1.165)
C (1.997, 0.402, 4.274)
C (3.068, -0.491, 4.414)
C (4.204, -0.139, 5.151)
C (4.275, 1.122, 5.754)
C (3.219, 2.027, 5.593)
C (2.085, 1.674, 4.842)
C (-0.003, -1.174, 4.214)
C (0.419, -1.767, 5.418)
C (-0.324, -2.809, 5.993)
C (-1.508, -3.248, 5.397)
C (-1.943, -2.646, 4.208)
C (-1.192, -1.621, 3.629)
H (-0.741, 1.474, 3.796)
H (3.012, -1.466, 3.928)
H (5.021, -0.858, 5.244)
H (5.153, 1.395, 6.344)
H (3.265, 3.019, 6.051)
H (1.270, 2.391, 4.701)
H (1.329, -1.421, 5.909)
H (0.039, -3.269, 6.914)
H (-2.091, -4.051, 5.850)
H (-2.863, -2.959, 3.712)
H (-1.549, -1.173, 2.694)

Mulliken atomic charge list, values in e, 8 entries:
1 Sm 0.24
2 Cl -0.48
3 N 0.34
4 N 0.38
5 C 0.38
6 C 0.29
7 C 1.32
8 C -0.73



4.
Computed, not measured: a structure of composition C29H27AsLuN3OS2 at a distorted geometry, with the ωB97M-V functional and the def2-TZVPD basis.

net charge = +2
E_tot = -153146.505 eV
frontier orbital gap (spin up / spin down) = 7.06 / 7.06 eV
largest force on an atom = 3.28 eV Å⁻¹
HOMO level (spin up / spin down) = -13.73 / -13.73 eV
energy above the lowest of the compared OMol25 structures with the same formula, charge and spin = 11.05 kcal per mole

Geometry (Å):
Lu (0.993, 1.147, -0.753)
C (-1.886, 5.047, 1.531)
S (-0.138, 4.852, 2.024)
C (0.540, 3.826, 0.831)
S (-0.603, 2.999, -0.221)
N (1.856, 3.822, 0.791)
N (2.308, 2.880, -0.085)
C (3.537, 2.959, -0.417)
C (4.129, 1.904, -1.221)
C (5.478, 1.998, -1.567)
C (6.016, 1.012, -2.376)
C (5.185, -0.013, -2.770)
C (3.883, -0.005, -2.462)
N (3.314, 0.958, -1.688)
H (-2.162, 5.878, 2.181)
H (-2.411, 4.180, 1.871)
H (-2.058, 5.275, 0.490)
H (4.156, 3.800, 0.033)
H (6.108, 2.764, -1.204)
H (7.044, 1.151, -2.691)
H (5.631, -0.720, -3.412)
H (3.187, -0.721, -2.887)
C (-4.931, -3.723, -2.469)
C (-3.679, -3.935, -1.887)
C (-3.155, -2.899, -1.075)
C (-3.842, -1.725, -0.881)
C (-5.151, -1.600, -1.335)
C (-5.684, -2.621, -2.161)
As (-3.171, -0.207, 0.194)
C (-1.971, -1.271, 1.414)
C (-2.339, -1.682, 2.648)
C (-1.376, -2.433, 3.369)
C (-0.098, -2.790, 2.863)
C (0.184, -2.429, 1.502)
C (-0.772, -1.705, 0.852)
C (-0.536, -1.145, -0.471)
C (0.490, -1.421, -1.421)
C (0.506, -0.883, -2.704)
C (-0.448, 0.065, -3.089)
C (-1.370, 0.428, -2.106)
C (-1.559, -0.224, -0.892)
H (-5.409, -4.574, -2.922)
H (-3.112, -4.854, -2.006)
H (-2.184, -3.058, -0.605)
H (-5.808, -0.765, -1.063)
H (-6.668, -2.504, -2.483)
H (-3.311, -1.456, 3.072)
H (-1.709, -2.786, 4.302)
H (0.529, -3.343, 3.534)
H (1.129, -2.537, 1.028)
H (1.264, -2.153, -1.248)
H (1.238, -1.160, -3.481)
H (-0.532, 0.561, -4.039)
H (-2.113, 1.254, -2.374)
C (-0.053, 0.922, 2.875)
C (1.246, 0.454, 2.397)
C (2.301, 0.019, 3.363)
O (1.493, 0.427, 1.185)
H (-0.609, 0.038, 3.272)
H (-0.610, 1.524, 2.154)
H (0.164, 1.520, 3.810)
H (2.951, 0.809, 3.545)
H (2.791, -0.860, 3.009)
H (1.805, -0.272, 4.323)

Mulliken atomic charge list, values in e, 8 entries:
1 Lu 1.98
2 C -0.87
3 S 0.04
4 C 0.54
5 S -0.50
6 N -1.37
7 N 0.51
8 C -0.27



5.
Computed, not measured: an isolated molecule of C4H5Cl3O at a distorted geometry, with the ωB97M-V functional and the def2-TZVPD basis.

E_tot = -43842.515 eV
frontier orbital gap = 10.29 eV
largest force on an atom = 4.89 eV Å⁻¹
HOMO level = -9.87 eV
energy above the lowest of the compared OMol25 structures with the same formula, charge and spin = 30.73 kcal per mole

Geometry (Å):
C (0.842, -0.144, 1.660)
C (1.160, -0.256, 0.172)
O (2.000, -0.882, -0.346)
C (0.102, 0.491, -1.105)
C (-1.321, 0.076, -0.891)
Cl (-2.073, 0.656, 0.573)
Cl (-1.443, -1.759, -0.673)
Cl (-2.381, 0.440, -2.370)
H (1.463, -0.748, 2.291)
H (-0.181, -0.198, 1.953)
H (1.178, 0.814, 1.918)
H (0.173, 1.499, -1.252)
H (0.481, 0.011, -1.930)

Mulliken atomic charge list, values in e, 8 entries:
1 C -1.12
2 C 0.69
3 O -0.45
4 C -1.04
5 C 0.45
6 Cl -0.12
7 Cl -0.14
8 Cl -0.17



6.
Computed, not measured: an isolated molecule of C6H4 at a distorted geometry, with the ωB97M-V functional and the def2-TZVPD basis.

E_tot = -6279.731 eV
frontier orbital gap = 9.52 eV
largest force on an atom = 8.91 eV Å⁻¹
HOMO level = -9.14 eV
energy above the lowest of the compared OMol25 structures with the same formula, charge and spin = 63.28 kcal per mole

Geometry (Å):
C (-2.173, -0.994, 1.040)
C (-1.132, -0.384, 0.561)
C (0.065, 0.183, -0.108)
C (-0.139, -0.150, -1.354)
C (1.390, 0.669, 0.236)
C (2.324, 1.209, 0.764)
H (-3.293, -1.306, 1.186)
H (-0.830, -0.841, -1.746)
H (0.845, 0.020, -1.908)
H (2.943, 1.594, 1.328)

Mulliken atomic charge list, values in e, 8 entries:
1 C -0.24
2 C -0.30
3 C 0.49
4 C -0.68
5 C -0.64
6 C -0.17
7 H 0.31
8 H 0.39